Record 1
Molecular formula: C27H74BBrN19O41P2
Method: DFT, ωB97M-V/def2-TZVPD

Properties
- largest force on an atom (eV/Å) = 5.508
- total charge = -1
- calculated total energy (eV) = -230707.384

Geometry (Å):
N: -0.13317 -0.73218 2.27340
H: -1.83077 6.18317 2.73760
H: -11.30132 1.46308 -2.84573
C: -4.86589 -5.02405 6.63358
O: -2.17397 -2.95489 1.44992
C: -1.63511 -5.49281 -0.25475
H: -1.47212 2.91700 0.13172
O: 4.73647 2.42494 -5.26662
N: 6.42470 -2.15294 -1.23214
O: -1.00916 0.94919 -0.59931
N: 8.69501 8.39503 2.09144
C: -0.44975 -1.16302 0.86090
H: 2.35223 -1.46579 0.01277
O: -9.15492 -0.34632 -0.95218
B: -0.82702 -3.54961 1.54860
C: 3.19224 4.85103 2.18460
N: 4.42817 -1.93066 -8.09677
O: 9.06126 8.16574 0.93284
N: -2.98775 -5.52598 -0.01791
H: -0.83132 -0.06593 2.66945
H: -5.82664 -0.79539 4.72272
H: -6.23740 -0.34783 -1.72981
H: 4.78613 2.83163 -1.88181
H: -7.28197 -1.77987 -1.43788
C: -4.70981 4.57098 5.68615
O: 5.74956 -1.50664 -2.04181
H: 2.79899 5.17456 3.15062
C: 3.15135 -1.13651 0.83488
O: -13.93054 -0.33571 -3.26114
H: 2.79953 3.86770 1.91813
N: 4.05918 -6.45795 -2.26158
O: 0.03001 -2.58488 0.83217
H: -5.42062 -5.82841 7.12123
H: 2.71805 6.78217 -3.87522
H: -1.32684 -2.73410 5.28958
C: -11.95211 0.64355 -2.53373
H: 4.22137 -2.75618 -10.01055
O: 6.96094 5.11081 0.66749
H: -1.68836 -5.54364 -2.56202
H: 1.48796 0.74713 1.67889
H: 1.95931 8.13623 -2.97094
H: 8.74620 7.75882 4.10399
H: -4.71554 4.34833 4.61725
H: -7.21944 -1.87458 4.37288
H: 5.41272 -1.40954 -9.87040
N: -2.79406 -9.56246 4.92588
C: 4.92261 0.10896 -5.09778
C: -1.08071 -6.08372 -1.71774
C: -0.93684 1.91742 0.50528
H: -3.00086 -10.38798 3.01210
H: -5.46264 -4.11039 6.59820
O: 3.44955 1.92868 0.16579
O: 0.39497 4.34015 3.61276
N: 5.43381 1.43813 -5.52884
C: 2.75568 7.38904 -2.96833
N: 3.24396 1.69783 -1.03151
O: -3.46582 0.64589 -3.64461
C: -2.79537 -9.40724 3.44611
C: 1.24139 -0.12335 2.42057
H: -12.36103 0.83304 -1.53922
H: -0.08534 6.58325 2.88014
H: -4.54439 -5.32764 5.63512
H: -3.79477 5.08996 5.97908
H: 7.50455 -3.93193 -0.87606
O: -1.62191 4.27070 4.49634
H: 2.10465 -2.28638 2.50258
O: -13.12900 1.36420 -4.41057
N: 4.06993 8.08632 -2.94878
O: 7.99526 9.34674 2.45672
C: 6.92972 -3.47705 -1.68549
H: 6.97244 5.57590 -2.51128
H: 1.01203 0.24213 -0.39084
H: -2.67035 -0.79756 1.67969
N: -5.82481 -1.63838 2.80542
O: 5.07976 7.37268 -2.94358
O: -1.50799 -2.59286 4.31238
O: 3.11405 5.58147 -0.02053
H: 8.74675 6.45196 2.87150
H: -4.66448 -2.78501 0.62954
H: 2.69879 6.76801 -2.07194
C: 2.83649 -6.75067 -3.05730
H: -1.80951 -9.04134 3.15225
O: 3.60337 -1.26753 -7.45739
H: 6.69878 6.84032 -1.26497
H: 1.27216 0.36353 3.51048
H: 2.28176 -7.55502 -2.56965
C: 4.42686 -1.77544 -9.57654
C: 7.21727 5.90872 -1.50043
H: 0.14483 2.23444 0.82048
O: -3.45942 -5.40176 8.45185
O: -2.90253 -3.83675 7.00479
H: 3.31114 -0.95885 3.20231
H: 8.29752 6.01376 -1.38011
N: -5.85165 5.48457 5.96071
H: 2.23974 -5.83700 -3.09268
C: 2.48823 -1.18735 2.36825
O: 6.71653 -1.79873 -0.08401
H: 3.46106 2.39377 -3.01298
H: 4.28419 4.85414 2.19220
H: 3.18740 3.65819 -1.76667
O: 4.05461 9.32265 -2.93921
O: -5.85159 6.57053 5.36930
O: 4.79985 -5.56337 -2.68609
P: -0.60565 -3.84144 3.42748
N: -13.09677 0.55091 -3.47978
H: 5.65809 -0.32127 -4.41484
H: -0.15107 -0.82649 -1.41875
H: -0.54830 0.64438 -4.42223
O: -3.61886 -8.89933 5.56526
H: 3.65079 -1.05981 -9.85603
N: 2.74780 5.81077 1.13808
O: 2.69104 0.69255 -1.49252
N: -3.64320 -4.73134 7.42930
C: -7.15244 -0.86681 -2.02274
O: -2.33383 -2.17207 -1.90425
H: -0.23329 -5.83894 1.52941
H: -3.83722 0.18204 -1.86606
H: 4.80479 -0.50495 -5.99298
O: 2.04805 6.76248 1.50335
C: -0.10023 -0.19108 -0.41024
O: -6.71229 5.09147 6.75671
C: -0.48091 -4.96288 0.78185
H: -1.12603 -7.25740 -1.76404
H: 4.04254 -1.92029 0.71561
O: -5.03613 -0.87194 2.24006
C: -0.96903 6.21743 3.40720
O: -4.42163 -2.77810 -0.34249
O: -2.60511 2.12495 -5.03202
O: 5.25725 -2.71388 -7.61898
O: -8.29422 1.13274 -2.33959
H: -1.59264 1.56325 1.43775
H: -4.83934 3.65792 6.27101
C: 3.70589 2.72659 -2.00213
N: 6.75534 4.87996 -0.52980
H: -3.40301 -5.92535 -0.90626
O: 4.24296 -7.12837 -1.23903
O: -3.90704 -0.07723 -0.90035
O: 6.52074 1.45315 -6.11827
H: -3.57144 -8.69162 3.16662
C: -1.46334 0.12540 -4.71516
Br: -1.66972 -5.78705 4.09503
H: -7.15817 -1.08946 -3.09164
O: -6.05251 -2.81097 2.48598
H: -7.14933 -0.24073 3.62944
H: 0.07278 -5.80126 -1.80249
H: 10.23141 7.43841 3.14557
O: -1.96498 -10.34568 5.40367
C: -2.07666 -1.53697 0.96741
C: -6.56498 -1.09547 3.97642
P: -3.10565 -1.62205 -0.63900
H: 7.56220 -3.30692 -2.55925
O: 6.20242 3.87468 -0.99081
C: 9.13945 7.43529 3.13797
H: -11.41766 -0.30806 -2.56897
H: 0.52341 -4.76651 0.16694
H: -1.46907 -0.09724 -5.78407
H: 3.96301 0.24565 -4.59479
H: 3.54003 -0.04935 0.57498
H: -1.17399 6.83004 4.28763
H: -1.59287 -0.78766 -4.13030
H: 3.15799 -7.05425 -4.05576
N: -8.29428 0.04678 -1.74818
N: -0.70947 4.82954 3.87648
H: 6.06308 -4.09214 -1.93598
N: -2.60518 1.03899 -4.44060

Atom charges from the Mulliken analysis, given in e for atoms 1 to 4: number 1, N, carries 0.016; number 2, H, carries 0.291; number 3, H, carries 0.321; number 4, C, carries -0.614

=====

Record 2
Molecular formula: C2H7N2O
Method: DFT, ωB97M-V/def2-TZVPD

Properties
- largest force on an atom (eV/Å) = 4.140
- relative energy (zero: lowest compared OMol25 entry of this formula, charge and spin) (kJ/mol) = 471.1
- total charge = -1
- calculated total energy (eV) = -7210.497

Geometry (Å):
H: 0.32716 -1.37890 -0.24692
H: 1.41910 -0.59854 -1.17969
H: 2.01035 -1.53455 0.20938
N: -1.98190 0.89414 -0.27887
H: 1.03003 1.48810 0.24258
C: 1.29278 -0.78075 -0.15572
N: -1.63779 -0.19098 0.53596
O: -1.59157 -1.26036 -0.12185
H: -1.44096 1.65118 -0.04773
C: 0.98967 0.41000 0.65479
H: 1.40874 0.54473 1.74267
H: -1.82561 0.75592 -1.35461

Atom charges from the natural (NBO) analysis, given in e for atoms 1 to 4: number 1, H, carries 0.231; number 2, H, carries 0.185; number 3, H, carries 0.175; number 4, N, carries -0.713

=====

Record 3
Molecular formula: C12H33BeF6N3O3P
Method: DFT, ωB97M-V/def2-TZVPD

Properties
- largest force on an atom (eV/Å) = 3.784
- calculated total energy (eV) = -49588.036
- multiplicity = 2

Geometry (Å):
H: 0.10471 -3.70132 -2.09143
H: 4.64119 0.48497 -0.12943
C: 2.79457 -0.59827 -0.53294
H: -1.39197 4.21295 -2.60304
F: -3.74376 -1.05143 -2.62242
H: -2.09251 -0.90881 3.28167
O: -0.38365 -1.33735 2.10828
F: -3.19943 -2.98083 -1.72102
H: -2.79082 1.25405 4.40239
H: 2.78182 -2.50366 -1.55473
O: 0.86342 -2.08966 -0.95061
H: -1.64832 4.47216 -0.87911
H: 1.10931 2.61510 -2.72292
H: -1.22799 1.54430 5.04278
H: 1.17734 2.83745 -0.51463
H: 2.62067 -0.37250 1.36503
C: -1.03169 -0.67490 3.19193
F: -1.53653 -1.33916 -1.89514
H: -0.46557 2.18415 -3.52430
N: -1.81011 1.12815 1.84791
H: 0.96321 -0.99818 -3.32634
F: -4.45471 -1.46517 -0.39228
H: -1.13326 -3.28429 2.19304
C: 0.42707 -3.46906 -1.07642
C: 4.26789 -0.53908 -0.12158
H: -0.12869 4.90596 -1.64659
C: -1.80542 1.62611 4.12192
H: -1.86759 2.70638 3.99059
C: 2.29665 -2.02580 -0.70363
H: 0.01559 3.30785 0.38150
Be: -0.29976 -0.02769 -0.00346
O: 0.32148 0.73477 -2.26130
P: -2.98833 -1.45559 -1.18411
H: -1.91177 2.12448 1.71718
H: 4.73363 -1.04199 -0.96909
H: -2.78367 0.92476 2.02377
C: 0.87425 0.08272 -3.43517
H: -1.48402 2.12108 -1.24290
C: -0.59155 2.71322 -1.44528
H: -0.65394 -0.97175 4.17033
H: 4.59696 -1.00337 0.80807
H: 1.88805 0.39460 -3.68624
F: -2.20624 -1.74826 0.19422
F: -2.79854 0.14160 -0.98742
H: -0.39324 -3.66417 -0.38568
H: -0.05498 1.20889 2.92666
C: -0.91794 4.15453 -1.62326
C: -1.07281 0.84185 3.05857
H: 2.68884 -2.53432 0.17710
H: 0.54287 -3.08710 1.70603
H: 2.70220 0.02440 -1.42280
H: 0.10883 -3.00103 3.32809
C: 0.14983 2.10668 -2.62799
H: 2.59805 1.00317 0.57763
N: 2.20258 0.07396 0.56129
C: -0.23940 -2.67967 2.34647
N: 0.24714 2.55053 -0.24535
H: 1.22311 -4.13271 -0.73882
H: 0.16685 0.20620 -4.25519

Atom charges from the natural (NBO) analysis, given in e for atoms 1 to 4: number 1, H, carries 0.203; number 2, H, carries 0.210; number 3, C, carries -0.082; number 4, H, carries 0.216

=====

Record 4
Molecular formula: C2H4O2
Method: DFT, ωB97M-V/def2-TZVPD

Properties
- largest force on an atom (eV/Å) = 2.347
- relative energy (zero: lowest compared OMol25 entry of this formula, charge and spin) (kJ/mol) = 40.1
- calculated total energy (eV) = -6233.892
- structure (SMILES) = CC(=O)O

Geometry (Å):
C: -0.32436 -0.61315 -0.39831
H: 0.98132 0.77779 0.61176
C: -0.06639 0.45118 0.66964
H: -0.27451 0.03435 1.65411
O: -1.26080 -1.36228 -0.18168
O: 0.51793 -0.67026 -1.47335
H: -0.71048 1.31247 0.55366
H: 1.13730 0.06989 -1.43583

Atom charges from the natural (NBO) analysis, given in e for atoms 1 to 4: number 1, C, carries 0.787; number 2, H, carries 0.200; number 3, C, carries -0.733; number 4, H, carries 0.251

=====

Record 5
Molecular formula: C28H21Br3KO3SSb
Method: DFT, ωB97M-V/def2-TZVPD

Properties
- largest force on an atom (eV/Å) = 2.215
- total charge = -1
- calculated total energy (eV) = -279343.905
- multiplicity = 2

Geometry (Å):
H: -1.54059 -2.40197 -3.86021
C: -0.62389 -3.26584 2.74522
C: -2.62685 -0.69852 -3.13101
C: 0.13899 2.24973 -5.04963
Br: 3.54278 -0.72886 2.84601
C: 0.36141 2.00693 -3.69653
S: 2.96003 -3.57116 0.01033
C: -0.72663 3.08104 2.33782
H: 0.16892 -0.37816 3.78710
Sb: 0.36742 -1.02625 0.81934
C: -1.66720 -1.69984 -3.04288
C: 5.79675 1.18843 -0.47387
C: -2.82972 -3.54604 3.66824
C: -0.85552 -1.79606 -1.91788
H: -0.96604 4.05552 1.92524
Br: -0.44352 3.26913 -2.52666
H: 1.75271 -0.41623 -6.36338
C: 1.58766 0.04312 -4.27507
H: -0.87442 3.72952 4.38201
H: -4.28865 -2.10015 3.03659
H: -0.28570 1.50116 5.30014
C: -0.45924 2.01724 1.47483
C: -0.99242 -0.89834 -0.85137
C: -0.67526 2.89926 3.71261
H: -2.09223 0.81661 -0.15612
H: -0.09639 -2.56551 -1.88002
C: -0.15572 0.75297 1.98124
H: -3.52177 -4.08587 4.30496
H: -1.16751 -4.82691 4.12054
Br: 3.92238 3.15192 2.01915
C: 1.36789 0.27381 -5.62145
C: -2.77553 0.19800 -2.08283
C: 1.48405 0.54262 -1.84556
H: 0.47323 1.59943 -7.06085
C: -3.25915 -2.43133 2.95579
H: 4.03445 2.10055 4.30136
C: -0.35028 1.64850 4.22755
H: -2.71444 -0.86488 1.60193
C: -2.36876 -1.73778 2.14491
C: 1.10395 0.89967 -3.28196
H: 2.14576 -0.81969 -3.93644
C: -1.51012 -3.96186 3.56345
C: -1.03958 -2.14583 2.02397
O: 4.90062 1.44533 -1.09969
O: 1.15423 1.31107 -0.90816
K: 3.06018 0.65939 0.22450
O: 2.16287 -0.50203 -1.67265
H: 0.40612 -3.59812 2.67215
H: -0.45505 2.19008 0.40439
H: -3.50953 0.99378 -2.14714
H: -3.25000 -0.61387 -4.01392
C: -0.09363 0.58725 3.36881
H: -0.43558 3.11910 -5.33807
H: 2.29006 2.15984 3.66186
C: 1.44191 -3.35843 0.10972
C: -1.96808 0.09473 -0.95498
C: 3.34956 2.06180 3.46764
C: 0.64506 1.39196 -6.01105

Atom charges from the natural (NBO) analysis, given in e for atoms 1 to 4: number 1, H, carries 0.201; number 2, C, carries -0.226; number 3, C, carries -0.229; number 4, C, carries -0.286

=====

Record 6
Molecular formula: C5H10NO2
Method: DFT, ωB97M-V/def2-TZVPD

Properties
- largest force on an atom (eV/Å) = 1.772
- relative energy (zero: lowest compared OMol25 entry of this formula, charge and spin) (kJ/mol) = 83.3
- calculated total energy (eV) = -10929.826
- multiplicity = 2

Geometry (Å):
H: -0.91741 -0.41911 -2.32499
H: 1.08901 0.34611 0.58991
C: 0.03094 -1.57564 -0.89160
N: -0.52445 -0.31262 -1.40763
H: -0.81479 -1.37512 1.03857
H: -0.33708 -2.29237 -1.62594
H: 1.11263 -1.47504 -0.97436
H: 0.19900 3.09024 0.25229
H: 0.27220 2.47776 1.98732
O: -0.64974 1.93590 -1.44967
C: 0.17719 0.94524 0.58975
H: 0.61794 -2.46756 0.98191
O: -1.25393 -3.14905 0.45382
C: -0.31918 -2.18350 0.49433
C: -0.40646 0.91851 -0.83339
C: 0.62178 2.38441 0.96132
H: 1.68984 2.57946 0.89401
H: -0.58751 0.57236 1.26435

Atom charges from the natural (NBO) analysis, given in e for atoms 1 to 4: number 1, H, carries 0.407; number 2, H, carries 0.218; number 3, C, carries -0.245; number 4, N, carries -0.620